A molecular structure, C40H38BaN2O3P2S3, computed with the ωB97M-V functional and the def2-TZVPD basis.

Computed properties:
energy above the lowest of the compared OMol25 structures with the same formula, charge and spin	0.00	kcal/mol
LUMO level	-0.1	eV
HOMO-LUMO gap	7.03	eV
total charge	0
energy	-3785.08738	Ha

Last column: Mulliken charge in e.
Positions of all 89 atoms, in Å:
Ba 0.0437 -0.5398 -0.3668  1.0856
C 1.8378 2.7038 0.2603  -1.0355
O 0.4511 2.3781 0.1401  0.3864
C -0.4033 3.3998 -0.1770  0.6174
C -0.0054 4.7197 -0.3183  -0.4857
C -0.9247 5.6837 -0.7236  -0.8971
C -2.2290 5.3281 -1.0148  -0.7356
C -2.6219 4.0048 -0.8728  -0.2855
C -1.7416 3.0469 -0.4096  0.1063
N -2.0986 1.6473 -0.4043  -0.3511
N -1.9801 0.9576 0.6386  -0.2036
C -1.7386 1.4373 1.9314  -0.4963
C -0.7639 0.6923 2.6463  0.3946
O -0.0968 -0.2790 2.1413  -0.4091
C -0.4676 1.1484 3.9845  -0.6498
C -1.1186 2.1855 4.5467  -1.0887
C -2.1846 2.8647 3.8737  0.7650
C -2.9346 3.8615 4.5224  -0.6929
C -4.0231 4.4343 3.9182  -0.6649
C -4.4104 3.9865 2.6451  -0.8639
C -3.6808 3.0298 1.9868  -0.2873
C -2.5176 2.4729 2.5622  1.0014
H 2.2073 3.1696 -0.6544  0.2753
H 2.3581 1.7604 0.4002  -0.0091
H 1.9972 3.3588 1.1191  0.4875
H 1.0183 5.0069 -0.1358  0.4948
H -0.6022 6.7105 -0.8293  0.4340
H -2.9394 6.0685 -1.3556  0.4280
H -3.6317 3.6970 -1.1140  0.4222
H 0.3123 0.6153 4.5131  0.4629
H -0.8636 2.4995 5.5530  0.3756
H -2.6461 4.1580 5.5242  0.3890
H -4.5955 5.1991 4.4254  0.4018
H -5.2984 4.3949 2.1792  0.3979
H -4.0208 2.6737 1.0284  0.6312
C -4.1637 -1.9254 0.4173  -1.6631
P -2.5895 -2.6813 -0.1337  0.8841
C -3.1949 -4.0417 -1.2150  -1.1937
C -2.0478 -3.6549 1.3366  0.4438
C -2.9354 -3.9333 2.3763  -0.3241
C -2.5431 -4.6645 3.4843  -0.7626
C -1.2442 -5.1443 3.5696  -0.9043
C -0.3541 -4.8764 2.5455  -0.4790
C -0.7292 -4.1299 1.4288  0.2961
P 0.5101 -3.7628 0.1130  0.5218
C 0.8443 -5.4354 -0.5544  -1.3574
C 2.0166 -3.4020 1.0980  -1.1042
H -4.9487 -2.6510 0.6338  0.4488
H -4.5058 -1.2643 -0.3796  0.4219
H -3.9679 -1.3076 1.2941  0.4067
H -3.8727 -4.7033 -0.6742  0.3457
H -2.3428 -4.6156 -1.5798  0.2517
H -3.7110 -3.6137 -2.0751  0.4275
H -3.9534 -3.5703 2.3337  0.2947
H -3.2510 -4.8568 4.2800  0.3989
H -0.9266 -5.7172 4.4309  0.4130
H 0.6601 -5.2491 2.6248  0.2682
H 1.0745 -6.1389 0.2469  0.3855
H 1.6933 -5.3663 -1.2362  0.4239
H -0.0177 -5.7991 -1.1119  0.3007
H 2.4155 -4.2510 1.6547  0.4414
H 1.7666 -2.6085 1.8079  0.3659
H 2.7902 -3.0222 0.4273  0.3650
O 2.0815 -0.1885 -1.4256  -0.4800
C 2.9883 -0.0212 -2.4407  3.1431
C 2.6583 -0.9807 -3.5873  -0.6249
C 2.2414 -0.7338 -4.8559  -0.4013
C 1.9238 -1.9240 -5.5841  -0.7219
C 2.1089 -3.0466 -4.8458  -0.6866
S 2.6695 -2.6801 -3.2635  0.0632
C 4.3955 -0.3010 -1.9364  -0.7812
C 4.7849 -0.3519 -0.6368  -0.6674
C 6.1865 -0.5814 -0.4822  -0.7178
C 6.8219 -0.7132 -1.6751  -0.6666
S 5.7313 -0.5797 -2.9934  0.0107
C 2.8603 1.4187 -2.9535  -0.4511
C 1.6744 2.0593 -3.1516  -0.3297
C 1.8192 3.4119 -3.5699  -0.8636
C 3.1265 3.7716 -3.6804  -0.5944
S 4.1778 2.4810 -3.2689  -0.1490
H 2.1645 0.2654 -5.2589  0.5529
H 1.5806 -1.9311 -6.6083  0.4172
H 1.9579 -4.0720 -5.1413  0.4701
H 4.0873 -0.2225 0.1764  0.5024
H 6.6872 -0.6475 0.4726  0.4083
H 7.8676 -0.8975 -1.8586  0.4663
H 0.7213 1.5755 -2.9905  0.4949
H 0.9906 4.0757 -3.7707  0.4246
H 3.5348 4.7240 -3.9773  0.4640

Forces on atoms 1 to 6 (eV/Å):
Ba -0.2 -0.1 -0.2
C 0.0 0.0 0.1
O 0.0 0.1 -0.1
C 0.1 -0.2 0.1
C -0.1 0.1 -0.1
C 0.0 -0.1 0.0



10 unconnected molecules or ions with the total composition C26H66ClF5NO15PS at a distorted geometry, computed with the ωB97M-V functional and the def2-TZVPD basis.

Computed properties:
LUMO level	0.2	eV
HOMO-LUMO gap	9.59	eV
total charge	0
energy	-3912.60952	Ha

Last column: Mulliken charge in e.
Positions of all 116 atoms, in Å:
C 0.2233 -3.6194 -3.2235  -1.4947
C 1.1772 -2.4674 -2.8660  0.9778
Cl 0.5814 -1.6681 -1.4091  -0.1623
O 2.4577 -3.0904 -2.4926  -0.5426
S 3.2043 -3.4748 -3.8679  1.2291
O 3.0069 -4.8296 -4.2239  -0.5502
O 4.5413 -3.0198 -3.7651  -0.6374
O 2.2989 -2.5585 -4.8320  -0.1302
C 1.6370 -1.5495 -3.9763  0.3915
C 2.7739 -0.5414 -3.6155  -1.4900
C 2.4347 0.9522 -3.6219  -1.1798
C 1.5509 1.4683 -2.4676  -0.7879
C 2.2877 2.0243 -1.2768  0.4817
F 1.3769 2.2744 -0.2914  -0.3368
F 2.8725 3.2092 -1.5929  -0.3198
C 3.3731 1.1480 -0.6211  0.6313
F 3.7753 1.7559 0.5237  -0.2639
F 4.4567 1.0299 -1.4198  -0.2527
F 2.8972 -0.0678 -0.3048  -0.2043
P 0.3333 -0.8814 -5.1168  0.8598
N -0.5152 -2.0082 -5.7228  -0.8739
O 1.0589 -0.0194 -6.2573  -0.5616
O -0.6095 0.0552 -4.2430  -0.5446
H -0.3477 -3.4353 -4.1229  0.3353
H 0.7501 -4.5533 -3.3227  0.3195
H -0.4877 -3.7441 -2.4237  0.4623
H 3.2410 -0.7726 -2.6711  0.6885
H 3.5338 -0.6877 -4.3671  0.4868
H 2.0020 1.2751 -4.5579  0.7976
H 3.3769 1.4808 -3.5459  0.5752
H 0.8103 0.7423 -2.1684  0.4762
H 1.0019 2.3252 -2.8440  0.4456
H -0.4623 -1.9880 -6.7286  0.2635
H 1.8631 -0.4873 -6.5300  0.3522
H -0.3557 0.9846 -4.2640  0.4218
C -4.3464 -2.7500 -0.2758  -0.9120
C -3.4277 -2.5849 -1.4710  0.0724
O -3.1210 -3.8364 -2.0909  -0.5100
H -3.8904 -3.4114 0.4622  0.2744
H -4.5585 -1.7941 0.1946  0.1389
H -5.2958 -3.2013 -0.5755  0.3520
H -2.4766 -2.1558 -1.1585  0.0978
H -3.8767 -1.9175 -2.2142  0.2530
H -3.9466 -4.2258 -2.3865  0.2794
C -6.8343 0.8851 3.1727  -1.1030
C -6.2010 0.5587 1.8343  -0.1343
O -6.1753 -0.8581 1.6191  -0.4535
H -6.2801 0.4046 3.9820  0.2367
H -6.8485 1.9600 3.3492  0.3058
H -7.8595 0.5097 3.2111  0.4682
H -5.1722 0.9111 1.8035  0.1840
H -6.7503 1.0351 1.0164  0.2725
H -7.0863 -1.1670 1.6212  0.2544
C -4.1235 4.0267 5.2578  -0.9772
C -3.8061 3.2983 3.9683  -0.1410
O -4.7948 3.5176 2.9622  -0.4862
H -5.0911 3.7130 5.6525  0.3438
H -3.3577 3.8306 6.0081  0.2101
H -4.1731 5.1041 5.0892  0.3199
H -3.7699 2.2221 4.1345  0.3140
H -2.8325 3.6228 3.5883  0.1783
H -4.8328 4.4613 2.7891  0.2684
C 5.0357 -7.2371 -5.0195  -0.7911
C 5.5571 -7.9915 -6.2280  -0.3167
O 5.3364 -9.3970 -6.1170  -0.5207
H 5.5142 -7.6023 -4.1104  0.2999
H 5.2250 -6.1678 -5.1094  0.2116
H 3.9603 -7.3846 -4.9048  0.2901
H 6.6324 -7.8567 -6.3314  0.2842
H 5.0785 -7.6235 -7.1429  0.2620
H 4.3903 -9.5379 -6.0374  0.2948
C 1.2528 -3.3293 -10.1032  -1.1336
C 2.2732 -2.4910 -9.3575  -0.2786
O 2.0197 -2.4840 -7.9508  -0.2879
H 0.2460 -2.9534 -9.9209  0.2828
H 1.4438 -3.3146 -11.1766  0.3649
H 1.2819 -4.3662 -9.7618  0.3513
H 2.2301 -1.4538 -9.6858  0.2949
H 3.2853 -2.8654 -9.5408  0.2802
H 2.0622 -3.3899 -7.6327  0.1813
C 0.8309 5.1941 6.4721  -0.7585
C -0.6240 4.8986 6.1610  -0.2398
O -1.0156 5.4569 4.9059  -0.5071
H 1.0071 6.2663 6.4955  0.2604
H 1.1245 4.7750 7.4339  0.3513
H 1.4793 4.7724 5.6992  0.0022
H -1.2734 5.3309 6.9203  0.3450
H -0.7973 3.8160 6.1382  0.2542
H -0.4522 5.0691 4.2321  0.2828
C 5.5712 6.8820 6.5147  -1.1156
C 4.3307 6.0549 6.7938  0.0597
O 3.3809 6.7834 7.5764  -0.5497
H 6.0390 7.1892 7.4500  0.2878
H 6.2959 6.3139 5.9304  0.2972
H 5.3151 7.7907 5.9630  0.3636
H 4.5886 5.1641 7.3551  0.2059
H 3.8596 5.7413 5.8550  0.1211
H 3.1385 7.5695 7.0811  0.3100
C 4.7477 2.4918 4.0202  -0.7207
C 5.9005 3.2775 4.6179  -0.3172
O 5.7780 3.4034 6.0344  -0.4514
H 3.7983 2.9724 4.2584  0.1152
H 4.8413 2.4184 2.9358  0.2071
H 4.7153 1.4806 4.4320  0.3367
H 5.9190 4.2906 4.2189  0.2492
H 6.8553 2.7987 4.3770  0.3439
H 5.7731 2.5191 6.4086  0.2703
C -9.5118 -2.1817 5.6321  -1.0446
C -9.7790 -2.5847 4.1939  -0.2616
O -9.0725 -1.7525 3.2746  -0.4880
H -9.7976 -1.1424 5.7939  0.2646
H -10.0701 -2.8114 6.3259  0.3558
H -8.4484 -2.2696 5.8661  0.3381
H -10.8357 -2.4791 3.9564  0.2765
H -9.4950 -3.6293 4.0301  0.2776
H -8.1334 -1.8444 3.4635  0.2393

Forces on atoms 1 to 6 (eV/Å):
C -0.5 0.4 0.1
C -0.4 -1.5 0.9
Cl 0.2 0.2 -0.1
O 0.1 0.1 -0.7
S 0.3 -0.4 0.4
O -0.5 -0.2 -0.2



2 unconnected molecules or ions with the total composition C3H8N3P at a distorted geometry, computed with the ωB97M-V functional and the def2-TZVPD basis.

Computed properties:
energy above the lowest of the compared OMol25 structures with the same formula, charge and spin	66.39	kcal/mol
LUMO level	0.8	eV
HOMO-LUMO gap	9.80	eV
total charge	0
energy	-624.56226	Ha

Last column: Mulliken charge in e.
Positions of all 15 atoms, in Å:
C -1.1188 -1.2560 -0.4998  -0.8870
C -1.2565 -0.5649 0.6105  0.2722
C -1.7992 0.7936 0.3752  -1.0035
N 2.0838 -2.2828 0.2102  -0.5850
N 2.2501 -1.1921 0.0420  0.8290
N 2.1540 -0.0990 -0.3881  -0.3516
P 2.7347 1.4452 0.0309  -0.0123
H -1.1277 -2.3855 -0.4826  0.2324
H -1.0149 -0.8038 -1.4136  0.2944
H -1.4276 -0.8977 1.6836  0.2705
H -2.0347 1.0089 -0.7671  0.2376
H -1.1683 1.5925 0.8393  0.1904
H -2.7141 0.9308 0.7769  0.3923
H 1.3023 1.9949 0.2333  0.0547
H 3.1369 1.7159 -1.2508  0.0658

Forces on atoms 1 to 6 (eV/Å):
C 0.3 -4.3 2.3
C -2.0 0.5 0.8
C 3.0 2.2 -2.7
N 0.5 -1.6 0.9
N -0.7 -1.7 0.2
N 0.0 2.7 -1.4



2 unconnected molecules or ions with the total composition C2H4O3 at a distorted geometry, computed with the ωB97M-V functional and the def2-TZVPD basis.

Computed properties:
energy above the lowest of the compared OMol25 structures with the same formula, charge and spin	150.35	kcal/mol
LUMO level	0.8	eV
HOMO-LUMO gap	11.35	eV
total charge	0
energy	-304.10209	Ha

Last column: Mulliken charge in e.
Positions of all 9 atoms, in Å:
C 0.8860 0.5087 0.4184  0.4118
C -1.1346 -0.3381 -0.4771  -0.6879
O 1.3656 -0.6936 0.6905  -0.2742
O 1.5438 -0.1089 -0.5978  -0.2982
O -0.4164 0.6979 0.3338  -0.3442
H 1.7301 1.4530 1.3585  0.2885
H -0.7889 -0.1992 -1.4447  0.3133
H -2.1343 -0.0705 -0.2736  0.2611
H -1.0514 -1.2491 -0.0080  0.3297

Forces on atoms 1 to 6 (eV/Å):
C 2.1 3.4 3.2
C 0.3 2.9 2.1
O 0.5 -3.3 2.0
O 0.9 1.0 -2.2
O -0.7 0.2 -0.1
H -3.0 -2.2 -3.2



A molecular structure, BCsH4 at a distorted geometry, computed with the ωB97M-V functional and the def2-TZVPD basis.

Computed properties:
energy above the lowest of the compared OMol25 structures with the same formula, charge and spin	32.84	kcal/mol
LUMO level	-0.9	eV
HOMO-LUMO gap	7.42	eV
total charge	0
energy	-47.27011	Ha

Last column: Mulliken charge in e.
Positions of all 6 atoms, in Å:
Cs 2.6274 -0.2049 1.1390  0.8925
B -0.5267 0.0389 -0.2350  0.2480
H 0.1868 -0.7653 -0.3266  -0.4046
H -0.9607 0.2845 -1.1918  -0.2124
H -1.3073 -0.2560 0.4491  -0.1851
H -0.0194 0.9029 0.1654  -0.3383

Cartesian forces, eV/Å:
Cs -0.8 0.1 -0.3
B -0.2 0.0 0.0
H 3.1 -3.6 -0.5
H -1.5 0.9 -3.7
H -3.0 -1.2 2.8
H 2.3 3.8 1.8



2 unconnected molecules or ions with the total composition C5H12S2 at a distorted geometry, computed with the ωB97M-V functional and the def2-TZVPD basis.

Computed properties:
energy above the lowest of the compared OMol25 structures with the same formula, charge and spin	141.68	kcal/mol
LUMO level	-4.0	eV
HOMO-LUMO gap	4.07	eV
total charge	0
energy	-993.85150	Ha

Last column: Mulliken charge in e.
Positions of all 19 atoms, in Å:
C 0.4238 -1.5396 -0.9301  -0.3548
C 1.8779 -0.9601 -0.8886  -0.9957
C -0.2861 -1.1691 -2.2252  -0.5070
S -0.6992 0.6011 -1.9541  -0.1481
S 0.4516 -0.0515 2.1197  -0.1220
C -1.0110 0.8674 1.5430  0.3678
C -1.0272 2.3092 2.1800  -0.9052
H -0.1167 -1.2217 -0.0143  0.1925
H 0.7821 -2.6858 -0.7851  0.2593
H 2.0085 0.2400 -1.1726  0.2316
H 2.5326 -1.5986 -1.5962  0.3453
H 2.1438 -1.1146 0.2026  0.3038
H 0.2600 -0.8819 -3.1442  0.3374
H -1.2199 -1.7471 -2.4114  0.2828
H -1.0205 0.8728 0.4700  -0.4941
H -1.9732 0.2966 1.6735  0.3440
H -0.7064 2.1920 3.2790  0.2676
H -2.0848 2.7026 2.0180  0.2869
H -0.3355 2.8883 1.6361  0.3080

Forces on atoms 1 to 6 (eV/Å):
C 3.0 -1.7 -0.2
C 0.5 1.6 -0.2
C -1.5 1.3 0.4
S -0.8 0.1 0.9
S -1.7 0.7 -0.8
C 0.7 -0.8 3.6



2 unconnected molecules or ions with the total composition C8H12NO4 at a distorted geometry, computed with the ωB97M-V functional and the def2-TZVPD basis.

Computed properties:
energy above the lowest of the compared OMol25 structures with the same formula, charge and spin	53.25	kcal/mol
LUMO level	3.5	eV
HOMO-LUMO gap	5.53	eV
total charge	-1
energy	-667.67452	Ha

Last column: Mulliken charge in e.
Positions of all 25 atoms, in Å:
C -2.6688 0.1589 -0.7994  0.7948
C -0.2360 -1.2355 -1.0112  0.4656
C -0.1099 0.9858 1.5144  -0.4292
C 1.2621 1.3838 1.1223  0.6172
C 0.3163 0.9680 0.0572  -1.0969
C -0.2870 -0.2580 2.4177  -1.3352
C 1.9315 2.7575 1.1794  -1.6634
C -0.3394 -2.6083 -2.9681  -0.8268
N 0.5674 -0.2641 -0.6139  0.4433
O -2.8110 0.4806 0.3189  -0.4332
O -2.8305 0.2263 -1.9689  -0.4993
O -1.4369 -1.3898 -0.7391  -0.6166
O 0.4420 -1.9160 -2.0694  -0.4072
H -0.7993 1.7252 1.7086  0.5181
H 2.0831 0.6115 1.3652  0.1996
H -0.2541 -0.0849 3.4879  0.3752
H 0.5617 -0.7529 2.0539  0.3117
H -1.2888 -0.6780 2.1002  0.2032
H 1.9717 2.9565 0.1723  0.3914
H 2.9050 2.6078 1.5216  0.3730
H 1.2782 3.3964 1.7536  0.4399
H -1.1067 -3.2133 -2.6350  0.3430
H 0.2155 -3.3145 -3.5551  0.3345
H -0.8943 -1.9944 -3.7406  0.2558
H 1.5282 -0.5488 -0.6725  0.2414

Forces on atoms 1 to 6 (eV/Å):
C -0.7 1.8 -0.6
C 0.0 1.1 -1.0
C 0.7 -1.3 0.7
C 2.1 -1.5 0.1
C -1.0 0.7 0.3
C -1.9 1.4 -1.8



A gas-phase ion, C2HO2 (charge +1) at a distorted geometry, computed with the ωB97M-V functional and the def2-TZVPD basis.

Computed properties:
LUMO level	-10.0	eV
HOMO-LUMO gap	7.26	eV
total charge	+1
energy	-226.72132	Ha

Last column: Mulliken charge in e.
Positions of all 5 atoms, in Å:
O -1.2895 -1.0855 0.4916  0.0087
C -0.6897 -0.8756 -0.4880  0.7920
C 0.6661 0.5471 0.5221  0.0218
O 0.2972 -0.1161 -0.6744  -0.0616
H 1.0159 1.5301 0.1487  0.2391

Cartesian forces, eV/Å:
O -0.1 -1.3 -3.7
C 0.3 1.8 5.8
C 0.1 0.7 0.7
O -0.6 -1.0 -2.8
H 0.3 -0.2 -0.1